Entry 1:
DFT (ωB97M-V with the def2-TZVPD basis set) results for a single C5H8O2 molecule.

LUMO (eV): -0.02
E_tot (eV): -9408.578
Energy relative to the best compared isomer or geometry (same formula, charge and spin) (kJ/mol): 121.0
Strongest force on any atom (Eh/bohr): 0.012
HOMO-LUMO gap (hartree): 0.365
Charge: 0
SMILES: C/C(=C/C=O)CO
2S+1: 1

Positions of all 15 atoms, in Å:
C1 -1.216 1.504 0.172
C2 -0.293 0.345 0.065
C3 0.563 0.289 -0.967
C4 1.277 -0.876 -1.429
O1 1.496 -1.921 -0.835
C5 -0.299 -0.679 1.169
O2 0.990 -1.015 1.590
H1 -0.948 2.086 1.056
H2 -1.175 2.152 -0.709
H3 -2.240 1.141 0.300
H4 0.615 1.119 -1.652
H5 1.592 -0.749 -2.479
H6 -0.856 -1.569 0.837
H7 -0.850 -0.237 2.013
H8 1.343 -1.589 0.869

---

Entry 2:
DFT (ωB97M-V with the def2-TZVPD basis set) results for a single C3H8BN molecule in a non-equilibrium geometry.

LUMO (eV): 0.93
E_tot (eV): -5405.823
Energy relative to the best compared isomer or geometry (same formula, charge and spin) (kJ/mol): 110.2
Strongest force on any atom (Eh/bohr): 0.098
HOMO-LUMO gap (hartree): 0.386
Charge: 0
SMILES: BNC1CC1
2S+1: 1

Positions of all 13 atoms, in Å:
B1 -1.829 -1.186 0.719
N1 -0.931 -0.222 0.464
C1 0.286 -0.278 -0.274
C2 0.850 0.847 -1.082
C3 1.368 0.542 0.276
H1 -2.882 -0.881 1.353
H2 -1.517 -2.285 0.289
H3 -1.273 0.787 0.708
H4 0.302 -1.327 -0.715
H5 0.211 1.632 -1.144
H6 1.250 0.611 -1.995
H7 2.420 0.198 0.195
H8 1.209 1.307 1.123